{"formula": "C51H138F3N11O32S", "method": "ωB97M-V/def2-TZVPD", "max_force_ev_per_a": 4.3, "lumo_energy_ha": -0.227, "total_charge": 4, "energy_ev": -155996.200, "species": ["C", "H", "H", "C", "N", "H", "H", "N", "H", "N", "H", "C", "O", "O", "C", "H", "H", "H", "H", "H", "H", "H", "N", "H", "H", "H", "H", "H", "O", "H", "H", "O", "O", "H", "H", "H", "H", "H", "O", "O", "F", "N", "H", "H", "H", "O", "H", "O", "O", "O", "H", "H", "H", "O", "H", "H", "H", "O", "C", "H", "F", "H", "H", "O", "H", "H", "H", "H", "H", "C", "H", "O", "H", "C", "C", "C", "C", "H", "C", "C", "N", "H", "H", "F", "C", "H", "H", "N", "H", "C", "H", "C", "H", "H", "H", "H", "H", "H", "S", "H", "C", "C", "H", "H", "H", "O", "H", "H", "C", "O", "H", "H", "H", "O", "C", "H", "H", "C", "C", "H", "C", "C", "H", "C", "H", "C", "H", "H", "H", "C", "C", "O", "H", "H", "C", "H", "H", "H", "H", "H", "H", "C", "O", "N", "H", "H", "H", "O", "C", "H", "O", "H", "C", "C", "H", "H", "H", "H", "H", "C", "H", "H", "H", "H", "C", "C", "H", "H", "H", "H", "H", "C", "C", "C", "H", "H", "O", "H", "O", "C", "H", "C", "H", "O", "H", "H", "C", "C", "C", "H", "C", "C", "H", "H", "H", "H", "O", "O", "O", "O", "H", "H", "H", "N", "C", "H", "H", "N", "H", "H", "H", "H", "O", "C", "C", "H", "H", "H", "N", "H", "C", "H", "H", "H", "C", "O", "H", "H", "C", "H", "H", "H", "H", "O", "H", "H"], "xyz": [[18.8583, 24.2993, 23.8896], [11.0059, 16.7854, 25.2123], [14.2410, 20.4567, 26.2218], [11.4974, 17.1774, 24.3237], [12.1311, 24.1930, 26.0566], [18.8677, 16.3992, 29.1143], [20.9393, 23.7811, 23.8230], [22.3630, 19.5777, 21.6949], [12.9816, 23.5542, 24.2595], [12.6360, 19.3697, 18.9988], [17.2893, 12.1906, 28.1015], [17.9743, 11.9693, 27.2970], [9.1601, 18.5279, 21.3562], [18.7807, 25.5185, 25.9485], [21.2065, 18.3364, 19.9842], [17.8997, 22.2763, 23.8841], [12.2238, 25.0294, 26.6751], [12.3638, 25.9253, 24.1862], [14.0820, 25.8009, 23.8612], [12.0567, 20.5338, 17.4793], [20.9111, 15.5715, 15.6350], [18.7192, 13.1266, 10.6480], [16.4417, 13.3427, 20.6128], [17.3505, 25.8055, 27.2628], [21.2143, 21.7511, 20.7866], [14.1484, 21.3340, 16.5872], [21.0750, 17.2422, 27.8554], [11.5416, 14.7090, 23.1497], [13.0311, 23.3684, 21.9856], [18.0635, 12.4481, 14.8762], [12.4587, 19.9083, 22.8007], [14.0933, 22.4723, 26.3396], [20.1915, 21.3667, 25.5029], [11.4825, 12.8352, 18.0961], [20.3659, 13.6073, 28.7858], [17.4030, 13.0744, 25.6818], [14.1818, 12.7723, 18.9744], [18.8979, 22.6182, 22.4388], [21.2679, 21.1754, 23.4755], [17.3961, 13.8404, 17.6424], [18.0119, 17.3250, 20.3654], [20.6272, 17.3754, 26.9542], [18.5294, 14.6433, 14.7506], [16.4382, 13.6865, 12.9604], [9.7190, 15.1301, 21.0400], [8.6161, 16.9636, 19.9365], [20.1062, 22.3367, 25.1701], [12.8126, 16.6150, 24.3334], [17.1036, 17.0943, 25.9864], [15.5766, 16.8267, 19.0864], [19.1099, 11.9051, 24.9099], [16.1701, 14.5147, 11.4857], [13.4741, 18.9711, 19.3902], [22.4065, 17.2767, 23.5493], [15.9193, 17.0858, 11.4545], [14.1599, 21.8064, 18.2443], [18.4097, 10.4225, 25.2580], [16.2731, 13.8048, 15.6422], [18.0031, 24.6639, 25.0964], [18.6800, 27.0620, 27.2755], [16.9752, 19.1083, 20.0231], [13.0332, 10.8073, 17.8410], [16.6654, 16.0675, 13.3914], [18.0323, 12.4664, 22.6042], [15.3365, 14.9567, 14.9965], [16.1837, 14.3208, 20.8171], [19.2706, 12.3517, 29.3289], [21.0528, 17.4533, 20.6076], [14.8790, 13.2779, 22.7470], [13.5787, 10.1835, 18.5721], [14.8517, 24.4216, 26.4526], [13.8093, 10.9188, 19.7519], [18.2693, 18.7190, 26.2488], [19.9077, 12.6502, 28.4909], [17.3403, 12.0515, 25.9787], [13.7061, 16.7331, 25.4642], [20.9320, 20.6895, 24.5518], [15.8321, 21.2622, 25.8491], [15.7350, 14.3784, 12.5077], [16.9572, 15.9793, 25.1122], [14.8880, 15.6761, 14.3455], [11.0833, 16.7254, 23.3822], [20.4954, 18.4093, 19.1746], [17.1749, 18.2801, 22.0219], [10.4521, 13.9897, 19.5260], [13.9344, 19.8085, 12.8365], [17.4644, 27.0963, 25.9938], [20.1244, 23.8576, 24.4254], [21.8760, 20.9092, 19.3294], [13.3419, 25.7276, 24.6160], [10.5870, 15.7372, 18.3025], [14.1542, 20.9143, 17.6219], [10.1020, 19.7041, 23.2478], [18.8776, 17.5685, 24.9676], [16.8614, 13.3764, 19.6579], [9.6897, 13.2306, 19.5289], [14.7675, 13.8863, 12.3372], [19.5780, 11.9114, 15.3310], [15.5073, 17.0654, 20.5146], [21.0935, 14.0054, 16.2292], [13.2607, 24.2515, 25.0543], [21.4732, 16.4895, 23.2903], [17.8358, 15.3594, 25.0384], [19.1138, 15.7863, 26.7703], [11.3069, 13.0463, 23.6966], [10.7576, 17.7061, 20.1674], [20.3313, 13.7702, 11.0125], [11.9245, 18.5891, 18.9433], [17.9658, 26.4896, 26.7069], [19.1662, 12.7899, 27.3114], [15.9366, 11.4547, 21.1480], [18.5628, 12.8336, 16.3984], [20.1604, 20.9230, 19.6653], [21.1800, 19.3977, 24.9982], [12.9622, 18.8509, 16.6628], [11.5645, 18.7372, 22.1667], [13.8243, 18.1963, 16.8100], [10.6790, 18.4602, 15.9784], [9.5464, 17.6546, 20.4217], [13.4954, 13.3004, 21.6152], [11.7688, 13.3976, 19.0121], [16.4084, 14.0684, 16.8937], [14.7240, 16.6015, 14.7168], [11.6176, 18.7079, 24.2255], [15.4497, 11.8841, 24.8828], [19.1597, 16.8702, 27.0144], [17.3442, 23.4297, 22.7096], [18.8849, 18.0457, 28.9186], [17.8925, 11.2950, 24.0322], [19.4096, 14.0520, 14.9095], [15.0882, 16.8041, 12.1429], [15.6578, 15.8989, 21.3403], [23.8640, 17.3880, 18.2692], [18.8281, 25.0261, 23.1095], [17.0214, 17.9779, 20.7601], [20.3090, 15.2607, 24.2628], [10.8521, 19.4311, 15.4988], [12.3000, 19.0847, 24.9862], [9.5012, 19.0330, 24.7973], [20.3968, 24.4832, 25.2089], [13.2012, 19.2492, 15.6766], [22.9834, 17.0939, 18.8512], [14.6087, 17.9120, 12.8885], [18.9201, 12.6948, 15.4079], [19.4998, 15.0087, 22.0550], [16.7570, 16.3257, 24.0580], [9.3227, 15.7355, 19.1815], [22.5187, 18.3741, 19.3535], [12.9211, 19.9605, 17.7038], [14.6433, 17.2310, 25.2907], [19.2890, 13.7126, 24.0251], [22.2526, 16.5799, 18.2039], [19.5447, 13.0602, 11.3766], [18.7358, 13.4683, 22.9209], [13.0086, 18.2323, 22.6919], [19.9631, 12.0484, 11.3425], [15.0960, 20.3469, 17.7955], [17.1839, 13.0175, 21.2829], [9.4844, 14.5800, 17.8085], [10.8803, 13.8351, 23.0823], [17.1201, 25.2618, 24.8223], [23.1087, 19.2931, 21.0450], [23.3563, 16.4297, 19.6310], [11.4674, 15.2513, 21.0516], [15.3442, 12.2971, 20.7685], [21.1234, 19.6159, 20.8594], [15.7340, 10.5364, 26.1298], [15.4883, 11.4856, 18.8510], [16.1194, 15.3914, 25.4401], [21.1330, 16.7843, 26.2847], [13.8882, 11.8491, 22.2339], [21.1426, 20.9184, 20.1184], [20.3407, 14.7449, 15.9895], [14.5243, 23.6952, 25.7493], [20.7279, 18.3594, 26.7377], [10.3438, 17.7353, 15.2232], [20.9342, 15.9776, 24.4683], [17.5054, 17.1512, 28.3808], [11.8776, 17.9853, 16.5806], [14.7267, 21.2881, 25.7920], [14.2772, 16.3376, 11.6444], [18.5907, 17.1394, 28.3945], [20.7396, 11.9640, 28.4258], [12.8068, 21.4316, 20.7084], [11.2817, 24.2632, 25.5257], [15.6466, 15.4211, 18.0756], [18.3871, 17.6587, 25.9570], [14.7117, 11.9396, 19.4565], [12.8318, 21.9082, 21.8999], [15.4050, 12.1545, 26.6703], [15.7060, 15.7901, 13.1035], [14.4043, 12.7505, 21.9100], [13.5313, 26.5414, 25.3589], [20.2211, 19.5892, 21.5056], [12.9921, 9.3295, 18.8594], [17.7521, 23.7261, 25.6202], [19.0737, 13.3714, 12.6757], [10.8884, 13.3584, 21.6951], [12.6428, 21.4333, 23.0171], [18.7776, 14.3172, 21.8946], [13.1822, 17.3532, 26.2379], [15.1822, 23.4976, 24.9165], [18.2234, 10.9395, 27.5124], [12.2729, 18.9106, 22.9072], [10.3450, 19.5453, 24.3058], [14.5100, 9.7654, 18.2183], [12.1534, 23.3821, 26.6633], [9.9267, 15.0414, 18.6308], [19.7419, 14.9520, 16.8516], [13.6539, 19.0300, 11.3203], [22.2266, 18.7838, 22.4064], [20.7822, 12.9652, 13.7476], [21.0855, 16.1225, 22.1859], [18.2248, 23.0740, 23.1944], [10.6356, 14.5592, 20.9136], [21.6380, 18.7271, 24.4457], [15.3472, 19.4924, 11.8367], [13.8614, 15.7413, 25.9108], [18.2267, 11.3718, 25.0181], [14.5034, 21.2631, 24.7290], [15.9077, 11.5975, 25.8855], [12.9997, 23.7504, 21.0825], [10.6243, 20.4916, 24.6714], [12.3285, 20.0654, 19.7202], [20.0944, 13.7665, 13.5678], [15.4095, 14.8591, 17.2824], [8.2076, 18.2408, 21.5278], [9.9551, 18.4742, 16.7695], [14.3607, 19.0961, 12.1548], [22.7000, 20.4268, 22.0201], [12.3874, 14.2620, 18.7151], [13.9993, 15.2239, 14.1580], [20.6002, 14.6521, 13.2139], [14.3644, 17.8777, 20.8494], [9.8328, 14.0962, 23.3577], [12.1436, 12.6735, 19.7440]], "forces_ev_per_a": [[-0.8, -2.5, 0.0], [-0.6, 0.4, 0.0], [-0.2, -0.9, 0.8], [1.1, -0.4, 0.2], [0.7, 1.5, 0.7], [0.2, -0.9, 0.3], [-0.5, 0.1, -0.4], [-0.3, -3.8, -0.7], [0.0, 0.4, -0.1], [-0.8, -0.7, 0.8], [-0.3, 0.8, 0.3], [1.4, -0.2, 1.3], [-2.3, -0.1, 1.5], [-0.3, 0.4, -0.2], [1.0, 0.9, -0.3], [0.4, 0.3, 0.0], [-0.4, -0.7, -0.5], [0.0, 0.4, -0.4], [0.6, 0.2, -0.9], [-0.9, 0.8, -0.3], [-0.1, 0.9, -0.5], [0.2, -0.1, 0.6], [0.2, -0.5, -1.2], [-0.8, 0.6, 0.9], [0.2, 0.5, 0.3], [0.2, -0.6, 0.6], [0.0, -0.1, 0.3], [-0.2, -0.1, 0.1], [-0.2, -1.7, -0.7], [0.4, 0.2, 0.2], [1.1, 1.2, 0.0], [1.1, -0.4, 0.4], [1.7, -1.7, -1.8], [0.6, 0.2, 0.3], [-0.3, -0.1, -0.3], [-0.1, 0.9, -0.3], [0.5, 0.1, -0.1], [-0.3, 0.4, 0.4], [-0.3, -1.1, 1.8], [-0.8, -0.6, -0.5], [3.4, -2.5, -1.2], [-0.5, -1.7, 0.9], [-0.6, 0.1, 0.0], [-0.2, 0.1, 0.5], [-0.4, -0.3, 1.4], [0.8, -0.9, -0.4], [0.1, -0.1, -0.3], [1.4, -0.3, -0.7], [-0.6, -0.2, -0.6], [0.2, -0.3, -0.5], [-0.2, 0.1, 0.2], [-0.4, -0.2, 0.5], [0.6, -0.6, 0.5], [0.0, 1.9, -0.1], [-0.8, 0.0, 0.1], [-0.4, -0.4, 0.5], [0.4, -1.0, 0.8], [0.7, -0.8, 0.9], [0.6, 1.4, 0.5], [-0.1, 0.1, 0.4], [-0.2, 0.5, 0.2], [0.4, -0.4, 0.0], [1.7, 0.6, 0.6], [-0.2, -0.7, 0.8], [0.6, 0.3, 0.3], [-0.3, -0.2, 0.3], [0.0, -0.1, 0.0], [0.2, 0.0, -0.2], [0.1, -0.3, -0.3], [-0.8, -0.2, 0.3], [0.8, 0.3, 0.8], [-0.3, -0.1, 0.0], [0.3, -0.4, -0.2], [0.3, 0.5, 1.3], [-0.3, 0.2, -1.1], [-2.6, 0.5, 1.2], [-0.9, 0.6, 0.7], [-0.5, 0.2, 0.7], [1.0, 0.4, -2.1], [-0.2, 0.9, -1.5], [0.0, -0.3, 0.0], [-0.2, 0.7, 1.0], [-0.6, -0.1, -0.1], [0.2, 0.7, 1.7], [1.8, 0.1, 0.0], [-0.1, 0.3, 0.5], [-0.8, 0.7, -0.4], [1.3, 0.7, 1.8], [0.4, 0.2, -0.2], [-0.9, -0.5, 0.4], [0.9, -0.2, -0.3], [0.1, -0.8, -0.9], [-0.7, 0.1, 0.4], [-0.3, 0.2, 0.3], [-0.2, -0.2, 0.4], [-0.4, -0.3, 0.4], [0.1, 0.4, 0.4], [0.1, 0.5, 0.1], [-1.4, -0.7, -1.1], [0.3, -0.3, 0.5], [0.8, 0.5, 0.9], [0.8, -0.4, 1.0], [0.5, -0.3, 0.3], [0.5, 0.7, 0.1], [-0.3, -0.1, 0.1], [1.0, -0.7, -0.7], [-0.5, -0.4, 0.5], [0.5, 0.8, 0.2], [1.7, -2.4, -1.0], [-1.3, -0.4, -0.6], [-0.5, -0.2, -0.3], [0.2, -0.1, -0.6], [-0.3, 0.6, -0.5], [-0.9, 1.9, 0.4], [1.5, -0.3, -0.9], [0.1, -0.2, 0.2], [0.1, -0.1, 0.6], [0.4, -0.2, -0.4], [-0.6, 0.5, -0.4], [0.7, 0.5, -0.4], [-1.6, 0.1, -1.2], [0.9, 1.0, -1.7], [-0.1, 0.2, 0.5], [-0.1, -1.1, 0.4], [0.6, -0.6, 1.3], [0.5, 1.2, 0.1], [-0.8, 0.1, -0.7], [0.3, 0.6, -0.7], [-0.2, 1.0, 0.2], [1.7, 0.1, 0.1], [1.3, 0.7, 0.7], [0.2, -0.5, 0.6], [-0.3, -0.3, -0.2], [0.7, 1.2, -0.1], [-2.4, 2.2, -0.1], [-0.2, -0.6, -0.1], [-0.3, -0.1, 0.2], [0.3, -0.3, 0.0], [0.5, 0.5, 0.0], [-0.2, -0.3, -0.8], [-0.3, 0.6, -0.2], [0.6, 1.0, -0.3], [-0.1, -0.7, 0.3], [-1.3, 0.6, 0.8], [-0.7, -0.6, -0.3], [0.0, -0.2, 0.9], [-1.2, 0.0, -0.1], [-0.8, -1.0, 0.6], [0.3, 0.8, -0.9], [0.3, 0.1, -0.8], [-0.1, -0.1, -0.7], [0.1, 0.3, 0.3], [0.5, 0.2, -1.1], [-0.4, -0.3, -0.1], [0.5, 0.4, 0.3], [0.0, 0.1, 0.0], [-0.5, 0.4, -0.2], [0.0, 0.4, 0.0], [0.1, 0.9, 0.8], [-0.2, -0.5, -0.9], [-0.1, -0.6, -0.3], [-0.2, -0.6, -0.1], [-0.4, 0.0, 0.3], [0.2, 0.0, -0.4], [0.9, 1.6, 1.5], [0.2, -0.2, 0.2], [0.2, 0.3, -0.4], [0.4, 0.5, -0.7], [-0.3, -0.2, 0.2], [0.1, 0.3, -0.6], [0.4, -0.3, 0.6], [-1.1, -0.9, -0.7], [-0.8, -2.4, -1.2], [-2.4, -0.9, -1.4], [-0.2, 0.5, -0.6], [0.2, 0.2, 0.1], [-0.4, 0.1, -0.3], [-0.1, -0.1, -0.3], [-0.1, -0.6, 0.5], [0.2, 1.5, -1.1], [-0.8, -0.4, -1.0], [-0.2, 0.0, 0.6], [0.1, -0.5, -0.3], [0.1, 0.7, 3.0], [-0.8, 0.0, 0.1], [-0.3, -0.5, -0.5], [0.0, -0.2, 0.1], [0.0, -0.1, 0.8], [-0.3, 2.7, -3.1], [-0.4, 0.1, -0.1], [-2.3, -1.8, -0.4], [-1.1, -0.6, -0.6], [0.0, -1.1, 0.0], [0.7, -0.2, -0.1], [-0.6, -0.2, 0.0], [-0.2, 0.3, 0.1], [-0.1, 0.2, 0.1], [-0.8, 2.5, 1.1], [0.2, -0.4, 0.3], [1.9, 2.2, 0.1], [0.4, -0.5, -0.3], [0.8, 0.2, 0.1], [0.5, -0.6, 0.0], [-1.7, -1.4, -1.0], [0.0, -1.5, -1.7], [0.4, 0.2, -0.6], [0.1, -0.7, -0.1], [-0.4, 0.0, -0.9], [-0.2, 0.3, 0.6], [0.3, -0.5, 0.0], [1.1, 0.9, -0.4], [0.9, -0.5, -0.2], [-1.2, -0.6, -0.1], [0.2, -0.3, 0.1], [0.1, -1.7, -0.6], [0.5, 0.2, -0.7], [-0.7, 0.0, -0.3], [0.0, 0.2, -0.3], [0.5, -0.4, -1.3], [-0.1, 0.0, -0.3], [-0.7, 0.1, -0.5], [0.1, -0.6, 0.6], [-0.2, 1.1, 0.9], [0.3, -0.1, -0.3], [-1.3, 0.4, 0.6], [-0.5, 0.9, 1.7], [1.5, 1.0, -0.1], [-0.8, 0.5, 0.2], [1.0, 0.5, -0.3], [-0.1, 2.1, 1.6], [0.4, -0.7, 0.4], [-0.4, 0.3, -0.4], [0.4, 0.3, -0.2], [-0.1, 0.9, 0.7], [0.8, -0.2, 0.1], [0.2, 0.5, -0.2]]}